Computed, not measured: one molecule with the formula C3H8N2 at a distorted geometry, with the ωB97M-V functional and the def2-TZVPD basis.

## Properties
DFT total energy: -228.5275 a.u.
Kohn-Sham gap: 9.9 eV
LUMO level: 1.0 eV
structure (SMILES): CC(C)=NN
total charge: 0
ΔE to the lowest compared entry with this formula, charge and spin: 76.1 kcal per mole
molecular weight: 72.11 g mol⁻¹

Positions of all 13 atoms, in Å:
C: 1.506 -0.907 0.061
C: 0.158 -0.214 -0.111
C: 0.156 1.251 0.033
N: -0.816 -0.981 -0.095
N: -2.076 -0.400 0.156
H: 1.550 -1.963 -0.204
H: 2.146 -0.433 -0.703
H: 1.919 -0.823 1.086
H: 0.014 1.583 1.181
H: -0.690 1.844 -0.728
H: 1.307 1.646 -0.307
H: -2.925 -1.008 0.012
H: -2.249 0.404 -0.380

Atomic forces in eV per Å
C 0.618 0.491 -1.214
C 2.166 -0.374 1.102
C 0.891 3.904 -0.810
N -3.319 -1.460 0.455
N -0.989 -1.513 0.235
H -0.699 0.000 0.128
H 0.459 -0.033 0.703
H -0.230 0.386 -0.603
H 0.066 -0.672 -2.707
H 2.507 -1.678 2.426
H -3.429 -0.839 0.955
H 2.001 0.245 0.065
H -0.043 1.544 -0.734